[1]
17
Properties=species:S:1:pos:R:3 method="wB97M-V/def2-TZVPD" homo_ev=-8.151 charge=0 lumo_energy_ev=0.7
C 2.340 0.469 1.265
C -2.296 1.494 0.030
C 2.038 -0.023 0.096
C -1.047 1.134 0.295
N -0.329 -1.865 0.412
N -0.476 -0.702 -2.131
Si -0.291 -0.353 -0.435
H 3.323 0.534 1.749
H 1.534 0.925 1.879
H -2.849 2.155 0.628
H -2.821 0.860 -0.773
H 2.921 -0.284 -0.582
H -0.365 1.583 1.014
H 0.327 -2.560 0.049
H -0.298 -1.835 1.457
H -0.842 -1.598 -2.301
H -0.869 0.066 -2.653


[2]
17
Properties=species:S:1:pos:R:3 method="wB97M-V/def2-TZVPD" homo_ev=-11.085 charge=+1 lumo_energy_ev=-6.9
C 0.247 -0.771 0.815
C 0.792 -1.899 4.132
C -0.552 1.799 -3.203
C -1.688 0.852 -3.523
N 1.321 -0.787 3.553
N 0.439 0.272 0.351
N 0.371 1.694 -2.374
H 0.952 -0.486 2.594
H 0.539 -1.648 1.481
H 1.127 -1.864 5.155
H 0.400 -2.586 3.377
H -0.441 2.492 -4.124
H -2.608 1.323 -3.587
H -1.606 0.133 -2.721
H -1.461 0.379 -4.445
H 1.775 0.014 4.124
H 0.392 1.082 -1.606


[3]
17
Properties=species:S:1:pos:R:3 method="wB97M-V/def2-TZVPD" homo_ev=-14.158 charge=+1 lumo_energy_ev=-3.1
C -2.625 -1.170 0.874
C -1.079 0.640 -0.174
C 1.936 -0.227 -1.234
C 1.876 0.090 1.143
N -1.738 -0.257 0.202
N -0.612 1.663 -0.759
N 1.256 0.155 0.058
H -3.629 -0.793 1.025
H -2.208 -1.110 1.875
H 1.560 0.357 -2.025
H 1.647 -1.228 -1.398
H 2.968 -0.119 -1.298
H -2.829 -2.030 0.274
H 1.335 0.316 2.037
H 2.901 -0.300 1.269
H 0.400 1.766 -0.548
H -1.159 2.248 -1.322


[4]
17
Properties=species:S:1:pos:R:3 method="wB97M-V/def2-TZVPD" homo_ev=-13.634 charge=+1 smiles="CN1CC[NH+]=NC1" lumo_energy_ev=-5.6
C -1.040 0.636 -0.843
C -1.002 0.084 0.636
C 1.254 0.413 0.441
C 0.331 -1.920 0.405
N -0.004 1.701 -0.955
N 1.078 1.737 -0.338
N 0.284 -0.657 0.929
H -0.574 0.029 -1.674
H -2.072 1.056 -1.059
H -1.064 0.904 1.274
H -1.934 -0.490 0.689
H 2.050 0.133 -0.209
H 1.757 0.726 1.425
H -0.561 -2.472 0.736
H 0.383 -1.939 -0.763
H 1.331 -2.445 0.818
H -0.216 2.505 -1.513


[5]
17
Properties=species:S:1:pos:R:3 method="wB97M-V/def2-TZVPD" homo_ev=-14.703 charge=+1 lumo_energy_ev=-5.3
C 0.898 0.553 0.313
C -0.438 0.072 0.108
C 3.133 0.263 -0.065
C -2.904 0.109 0.173
N 1.846 -0.115 -0.185
N -0.637 -1.715 -0.505
N -1.556 0.695 0.346
H 0.948 1.555 0.766
H 3.728 0.438 -0.957
H 3.506 -0.675 0.267
H 3.298 1.204 0.618
H -2.880 -0.527 -0.741
H -3.041 -0.399 1.064
H -3.598 0.848 0.067
H 0.429 -1.954 -0.730
H -1.113 -1.862 -1.441
H -1.618 1.511 0.903


[6]
17
Properties=species:S:1:pos:R:3 method="wB97M-V/def2-TZVPD" homo_ev="-11.641 / -16.788" charge=+1 spin_multiplicity=3 s_squared=2.006 lumo_energy_ev="-2.8 / -9.2"
C 0.296 -2.283 0.084
C -1.354 1.693 -0.153
C -0.181 -0.863 0.202
C 0.134 1.511 -0.020
N 4.506 -0.210 -0.280
N 3.405 -0.181 -0.381
N 0.579 0.145 -0.010
H -0.310 -3.061 -0.263
H 1.166 -2.208 -0.488
H 0.533 -2.486 1.080
H -1.918 1.335 0.678
H -1.540 2.695 -0.380
H -1.616 1.270 -1.106
H 1.615 -0.009 -0.010
H -1.330 -0.766 0.310
H 0.695 2.125 -0.701
H 0.446 1.847 0.889


[7]
18
Properties=species:S:1:pos:R:3 method="wB97M-V/def2-TZVPD" homo_ev="-12.346 / -12.346" charge=+1 lumo_energy_ev="-6.3 / -6.3"
C 0.825 1.270 0.744
C 1.659 -0.953 0.089
C 1.783 -1.081 -1.341
C 1.890 -2.241 0.864
N 1.438 2.302 0.208
N 1.095 0.042 0.631
N -5.370 1.701 -0.263
O 2.404 3.000 0.300
H -0.134 1.542 1.277
H 1.242 -2.028 -1.773
H 2.787 -1.386 -1.458
H 1.440 -0.305 -2.001
H 1.116 -2.844 0.451
H 1.852 -2.118 1.866
H 2.789 -2.789 0.540
H -5.682 1.443 0.751
H -6.226 1.860 -0.713
H -4.909 2.586 -0.171


[8]
18
Properties=species:S:1:pos:R:3 method="wB97M-V/def2-TZVPD" homo_ev=-12.862 charge=+1 lumo_energy_ev=-3.4
C -1.797 -0.050 0.988
C 0.680 0.391 1.247
C -0.732 0.811 0.847
C 0.275 -0.558 -1.727
N 1.095 -0.828 -0.750
N -0.060 0.666 -2.165
N 1.561 0.255 0.020
O -1.860 -1.207 1.669
H -2.742 0.079 0.475
H 1.237 1.280 1.873
H 0.783 -0.514 1.727
H -0.529 1.770 0.397
H -0.065 -1.398 -2.278
H 1.232 -1.812 -0.388
H -0.753 0.895 -2.892
H 0.223 1.453 -1.481
H 2.507 0.053 0.263
H -1.055 -1.286 2.176


ΔE to the lowest compared entry with this formula, charge and spin? In order: 124.8; 550.1; 310.5; 457.3; 440.4; 166.4; 529.5; 215.0 kJ/mol.